Entry 1:
C18H60N12O12 | ωB97M-V with the def2-TZVPD basis set

Each line ends with the Löwdin charge.
Element x y z (Å)
N: 1.77 0.53 5.84  0.157
C: 1.69 0.58 4.47  -0.649
N: 0.56 1.12 4.02  0.176
O: 2.67 0.31 3.76  -0.003
H: 0.91 0.61 6.35  0.088
H: 2.58 0.26 6.37  0.107
H: 0.45 1.27 3.02  0.075
H: -0.17 1.34 4.67  0.083
N: 3.70 -0.71 0.82  0.179
C: 4.05 -1.93 1.31  -0.659
N: 3.63 -2.17 2.56  0.176
O: 4.64 -2.78 0.62  -0.006
H: 3.83 -0.51 -0.15  0.094
H: 3.17 -0.15 1.47  0.067
H: 3.70 -3.11 2.92  0.114
H: 3.05 -1.46 2.96  0.045
N: -3.00 0.75 3.30  0.183
C: -4.30 0.70 3.66  -0.656
N: -4.59 1.43 4.77  0.159
O: -5.21 0.22 2.98  0.016
H: -2.33 1.26 3.85  0.067
H: -2.67 0.55 2.37  0.073
H: -5.53 1.34 5.11  0.113
H: -3.85 1.64 5.42  0.095
N: -3.53 -2.41 0.90  0.179
C: -3.77 -1.50 -0.07  -0.665
N: -4.45 -0.40 0.30  0.186
O: -3.42 -1.65 -1.25  -0.014
H: -3.04 -3.22 0.56  0.102
H: -3.72 -2.28 1.88  0.098
H: -4.99 -0.36 1.16  0.065
H: -4.41 0.40 -0.31  0.086
N: 2.88 3.26 -0.19  0.165
C: 3.74 2.47 -0.88  -0.660
N: 4.86 2.12 -0.21  0.171
O: 3.61 2.27 -2.09  0.019
H: 2.97 3.41 0.80  0.104
H: 2.10 3.62 -0.71  0.114
H: 4.90 2.22 0.79  0.103
H: 5.54 1.59 -0.72  0.121
N: -1.99 -2.40 -3.65  0.162
C: -1.68 -1.35 -4.45  -0.657
N: -1.14 -1.71 -5.65  0.156
O: -1.93 -0.19 -4.12  0.019
H: -2.51 -2.08 -2.84  0.046
H: -2.05 -3.33 -4.02  0.095
H: -1.09 -2.69 -5.85  0.088
H: -0.90 -1.03 -6.33  0.102
C: -0.19 -0.33 -0.78  -0.053
C: -0.68 0.52 0.37  -0.264
O: 0.42 1.15 1.08  -0.118
H: -0.97 -1.05 -1.02  0.061
H: 0.73 -0.85 -0.49  0.067
H: 0.15 0.13 -1.71  0.076
H: -1.30 -0.06 1.06  0.087
H: -1.30 1.37 0.07  0.087
H: 0.86 1.80 0.53  0.063
C: 2.14 -4.25 -3.01  -0.082
C: 2.98 -3.42 -2.03  -0.347
O: 4.23 -4.07 -1.88  -0.080
H: 1.12 -3.89 -3.10  0.055
H: 2.18 -5.22 -2.52  0.075
H: 2.56 -4.28 -4.02  0.070
H: 2.45 -3.41 -1.07  0.089
H: 3.05 -2.37 -2.32  0.084
H: 4.66 -3.69 -1.10  0.041
C: 3.14 -0.49 -4.74  -0.101
C: 2.60 0.91 -4.94  -0.291
O: 3.77 1.72 -4.76  -0.118
H: 2.35 -1.26 -4.74  0.057
H: 3.59 -0.56 -3.75  0.057
H: 3.83 -0.86 -5.51  0.076
H: 1.84 1.19 -4.21  0.100
H: 2.20 0.98 -5.96  0.103
H: 3.89 1.95 -3.83  0.017
C: 0.32 -2.72 2.68  -0.094
C: 0.63 -3.86 1.72  -0.323
O: -0.07 -5.03 2.04  -0.060
H: 0.67 -2.84 3.71  0.074
H: -0.76 -2.68 2.90  0.061
H: 0.54 -1.72 2.32  0.054
H: 1.72 -4.00 1.71  0.099
H: 0.40 -3.58 0.69  0.107
H: -0.82 -5.14 1.45  0.076
C: -2.97 5.27 1.54  -0.082
C: -2.57 3.93 2.15  -0.323
O: -1.47 4.18 3.01  -0.069
H: -3.78 5.15 0.82  0.069
H: -2.16 5.87 1.11  0.077
H: -3.35 5.94 2.31  0.073
H: -2.51 3.13 1.40  0.087
H: -3.41 3.55 2.75  0.098
H: -1.32 3.49 3.66  0.050
C: -2.87 3.59 -1.95  -0.071
C: -2.31 2.21 -2.34  -0.310
O: -3.30 1.35 -1.77  -0.114
H: -3.17 3.60 -0.91  0.041
H: -3.72 3.74 -2.62  0.078
H: -2.16 4.42 -2.08  0.073
H: -1.30 1.97 -1.98  0.085
H: -2.23 2.17 -3.43  0.101
H: -3.07 0.45 -2.06  0.053

Properties
* ΔE to the lowest compared entry with this formula, charge and spin: 0.0 kcal/mol
* E_HOMO: -8.973 eV
* strongest force on any atom: 2.445 eV Å⁻¹
* SMILES string: NC(N)=O.NC(N)=O.NC(N)=O.NC(N)=O.NC(N)=O.NC(N)=O.CCO.CCO.CCO.CCO.CCO.CCO
* HOMO-LUMO gap: 8.25 eV
* charge: 0



Entry 2:
C18H60O12 | ωB97M-V with the def2-TZVPD basis set

Each line ends with the Löwdin charge.
Element x y z (Å)
C: 1.91 0.66 5.79  -0.064
C: 0.86 0.29 4.73  -0.506
C: -0.43 -0.03 5.45  -0.052
O: 0.80 1.34 3.77  -0.035
H: 1.59 1.61 6.25  0.084
H: 2.90 0.78 5.36  0.071
H: 1.91 -0.13 6.61  0.102
H: 1.30 -0.56 4.20  0.131
H: -1.21 -0.40 4.75  0.086
H: -0.82 0.92 5.85  0.092
H: -0.26 -0.70 6.27  0.072
H: 0.91 2.19 4.12  0.059
C: -4.34 -1.65 0.71  -0.056
C: -4.31 -0.17 0.36  -0.378
C: -3.92 0.78 1.52  -0.025
O: -3.24 -0.01 -0.70  -0.099
H: -4.25 -2.32 -0.11  0.058
H: -5.27 -1.91 1.28  0.095
H: -3.55 -1.85 1.42  0.056
H: -5.21 0.10 -0.18  0.130
H: -4.66 0.82 2.27  0.065
H: -3.64 1.73 1.09  0.059
H: -3.00 0.35 1.94  0.076
H: -2.38 0.05 -0.25  0.063
C: 4.37 -1.39 -1.73  -0.057
C: 3.78 -2.80 -1.62  -0.481
C: 3.62 -3.18 -0.17  -0.069
O: 2.55 -3.00 -2.36  -0.073
H: 3.89 -0.75 -0.98  0.042
H: 4.27 -0.94 -2.74  0.085
H: 5.40 -1.43 -1.35  0.084
H: 4.43 -3.53 -2.13  0.133
H: 3.04 -4.10 0.04  0.084
H: 3.00 -2.44 0.37  0.066
H: 4.58 -3.22 0.38  0.088
H: 1.80 -2.56 -1.90  0.073
C: 0.77 -1.25 -4.80  -0.079
O: -0.47 -1.73 -4.19  -0.170
H: 0.47 -0.60 -5.62  0.086
H: 1.26 -0.85 -3.94  0.063
H: 1.20 -2.15 -5.15  0.068
H: -1.03 -0.95 -4.05  0.053
C: -2.01 3.40 -3.00  -0.168
O: -2.65 2.48 -2.19  -0.126
H: -2.73 3.88 -3.73  0.094
H: -1.53 4.27 -2.47  0.084
H: -1.18 2.93 -3.58  0.086
H: -2.36 2.56 -1.29  0.037
C: -1.30 -3.98 -1.66  -0.135
O: -0.45 -2.83 -1.68  -0.154
H: -2.22 -3.89 -2.35  0.107
H: -0.67 -4.81 -1.84  0.060
H: -1.67 -4.12 -0.62  0.072
H: -0.25 -2.71 -2.61  0.020
C: 4.08 1.54 1.45  -0.169
O: 3.90 0.19 1.18  -0.137
H: 4.62 2.00 0.66  0.071
H: 3.15 2.02 1.70  0.052
H: 4.73 1.65 2.36  0.091
H: 3.42 -0.20 1.95  0.099
C: 0.74 1.24 0.10  -0.098
O: -0.50 0.96 0.73  -0.176
H: 0.40 1.72 -0.83  0.084
H: 1.25 2.00 0.71  0.078
H: 1.28 0.33 -0.10  0.083
H: -0.35 0.60 1.64  0.085
C: -1.01 4.07 1.04  -0.138
O: -1.96 3.08 0.70  -0.159
H: -0.26 4.11 0.28  0.042
H: -1.47 5.06 1.17  0.087
H: -0.48 3.87 2.00  0.087
H: -1.53 2.22 0.85  0.011
C: 2.34 3.64 -1.87  -0.124
O: 2.43 2.21 -1.99  -0.155
H: 2.38 4.10 -2.84  0.071
H: 1.39 3.89 -1.42  0.052
H: 3.16 3.97 -1.23  0.079
H: 3.33 2.05 -2.37  0.090
C: -0.61 -2.85 2.25  -0.139
O: -0.49 -1.63 1.54  -0.151
H: -1.59 -2.73 2.72  0.073
H: -0.68 -3.75 1.69  0.059
H: 0.19 -2.91 3.01  0.084
H: -0.40 -1.77 0.58  0.071
C: -3.73 -0.81 -3.61  -0.114
O: -2.71 0.19 -3.64  -0.144
H: -4.28 -0.60 -4.53  0.080
H: -3.24 -1.73 -3.75  0.045
H: -4.38 -0.75 -2.77  0.064
H: -2.72 0.82 -2.92  0.013

Properties
* ΔE to the lowest compared entry with this formula, charge and spin: 116.8 kcal/mol
* E_HOMO: -9.210 eV
* strongest force on any atom: 2.863 eV Å⁻¹
* SMILES string: CC(C)O.CC(C)O.CC(C)O.CO.CO.CO.CO.CO.CO.CO.CO.CO
* HOMO-LUMO gap: 9.57 eV
* charge: 0



Question: E_HOMO of number 2 (C18H60O12)?
Answer: -9.210 eV



Question: Among the records above, which one has the highest strongest force on any atom?
Answer: C18H60O12